Run 1
Density functional theory data (ωB97M-V/def2-TZVPD) for 2 unconnected molecules or ions with the total composition C3H3BrCl2.

Properties
LUMO energy = 0.64 eV
2S+1 = 1
Charge = 0
SMILES = ClC1=C(Cl)C1.Br
Gap between HOMO and LUMO = 9.9492 eV

Last column: Mulliken charge in e.
Positions of all 9 atoms, in Å:
Cl (0.0111, -0.5973, -2.2589)  -0.1267
C (-0.7211, -0.3166, -0.8043)  0.0298
C (-1.0059, -0.5928, 0.4480)  0.2803
Cl (-1.1709, -1.6504, 1.7195)  -0.1571
C (-0.9326, 0.8896, 0.1625)  -0.4555
H (-0.0128, 1.2919, 0.6282)  0.1616
H (-1.6717, 1.6327, 0.2461)  0.2922
Br (3.3602, -0.0505, -0.0649)  -0.1655
H (2.1437, -0.6065, -0.0762)  0.1410


Run 2
Density functional theory data (ωB97M-V/def2-TZVPD) for a single C3H3BrCl2 molecule.

Properties
LUMO energy = 0.66 eV
2S+1 = 1
Charge = 0
SMILES = CC(Br)=C(Cl)Cl
Gap between HOMO and LUMO = 9.7540 eV

Last column: Mulliken charge in e.
Positions of all 9 atoms, in Å:
C (-1.1202, 0.2823, -0.0079)  -1.1395
C (0.3688, 0.3676, -0.0276)  0.0447
Br (1.0404, 2.1262, 0.0868)  -0.1006
C (1.1314, -0.7239, -0.1695)  0.5921
Cl (2.7624, -0.6254, -0.0139)  -0.1782
Cl (0.2748, -2.2036, 0.0397)  -0.2031
H (-1.3781, -0.7590, -0.3351)  0.3214
H (-1.4218, 0.4327, 1.0116)  0.3280
H (-1.6577, 1.1031, -0.5841)  0.3350


Run 3
Density functional theory data (ωB97M-V/def2-TZVPD) for a single C3H3BrCl2 molecule.

Properties
LUMO energy (alpha / beta) = -0.21 / -0.56 eV
2S+1 = 1
Charge = 0
Gap between HOMO and LUMO (alpha / beta) = 8.2627 / 7.7245 eV

Last column: Mulliken charge in e.
Positions of all 9 atoms, in Å:
C (0.1331, -0.2446, -0.4386)  -0.6055
C (-0.4545, -0.3082, 0.9588)  -0.2405
C (-0.8759, -0.1005, -1.5554)  0.1608
Cl (-1.3382, -1.6367, 1.2328)  -0.1091
Cl (-1.8255, -1.5671, -1.8003)  -0.1356
Br (-1.7636, 1.6285, -1.8959)  -0.1002
H (0.9808, 0.5392, -0.6639)  0.3036
H (0.6678, -1.2803, -0.5846)  0.2925
H (-0.5938, 0.5519, 1.5185)  0.4340


In order of decreasing stability: run 2, run 1, run 3.


Run 1
Density functional theory data (ωB97M-V/def2-TZVPD) for 3 unconnected molecules or ions with the total composition C5H15O3.

Properties
LUMO energy = 3.69 eV
2S+1 = 1
Charge = -1
Gap between HOMO and LUMO = 7.7266 eV

Last column: Mulliken charge in e.
Positions of all 23 atoms, in Å:
C (0.1963, 0.6027, 0.6001)  0.0168
O (-0.9865, 1.3285, 0.7522)  -0.9370
C (0.7596, 0.7635, -0.8866)  -0.7305
C (1.7463, -0.4027, -1.2569)  -0.6195
C (1.2334, -1.7955, -0.7947)  -0.5347
C (2.0717, -2.5078, 0.2811)  -1.2792
H (1.0204, 0.8658, 1.2406)  0.1977
H (-0.0654, -0.4469, 0.6420)  0.0424
H (1.2441, 1.7451, -1.0291)  0.2973
H (-0.1187, 0.6190, -1.5117)  0.2007
H (2.6875, -0.0219, -0.8135)  0.3569
H (1.8192, -0.6037, -2.3421)  0.2566
H (1.2326, -2.5378, -1.7330)  0.3303
H (0.2339, -1.9109, -0.3927)  0.4637
H (1.6613, -3.4665, 0.5147)  0.3624
H (2.1806, -1.9241, 1.1692)  0.3288
H (3.0231, -2.7685, -0.2116)  0.3395
H (-1.7673, 1.7545, -0.6246)  0.4487
H (-1.7196, 1.8023, -2.1590)  0.3005
O (-2.3015, 2.0515, -1.4379)  -0.7419
H (-2.9758, -0.2076, 2.4149)  0.2369
H (-1.6731, 0.4677, 1.7219)  0.4405
O (-2.0461, -0.0451, 2.5845)  -0.7768


Run 2
Density functional theory data (ωB97M-V/def2-TZVPD) for 3 unconnected molecules or ions with the total composition C5H15O3.

Properties
LUMO energy = 3.75 eV
2S+1 = 1
Charge = -1
Gap between HOMO and LUMO = 7.7125 eV

Last column: Mulliken charge in e.
Positions of all 23 atoms, in Å:
C (0.4917, -1.0761, 1.0961)  -0.4717
O (0.7233, 0.1054, 1.7448)  -0.8145
C (0.9420, -1.1283, -0.3772)  -0.9085
C (0.1823, -0.2330, -1.4214)  1.4036
C (-0.7382, -1.0671, -2.3000)  -1.6786
C (1.1784, 0.5680, -2.2592)  -1.4962
H (1.0422, -1.9602, 1.5327)  0.2510
H (-0.5823, -1.3283, 1.1730)  0.1660
H (0.8545, -2.1695, -0.7066)  0.2928
H (2.0024, -0.8448, -0.4219)  0.2851
H (-0.4794, 0.3625, -0.7909)  -0.0155
H (-1.4723, -0.6040, -2.9479)  0.3650
H (-0.1873, -1.8431, -2.8566)  0.3826
H (-1.2414, -1.7700, -1.6005)  0.3827
H (1.4218, 1.4854, -1.6953)  0.3132
H (0.7749, 1.0287, -3.1675)  0.3949
H (2.1099, 0.0231, -2.4322)  0.3333
H (-0.3649, 0.6373, 2.3242)  0.4820
H (-1.7025, -0.2623, 2.8380)  0.2225
O (-1.4485, 0.6295, 2.7275)  -0.8686
H (-1.4558, 1.5429, 1.0467)  0.3899
H (0.0388, 1.9674, 0.7466)  0.3120
O (-0.8378, 1.9393, 0.3953)  -0.7228


In order of decreasing stability: run 2, run 1.